1.
Computed, not measured: a 2-piece molecular cluster, C5H7IO2S overall, with ωB97M-V/def2-TZVPD.

XYZ file:
```
16
Properties=species:S:1:pos:R:3:mulliken_charge:R:1
I -3.878 0.612 0.352 0.06
S -3.124 -1.535 -0.145 -0.30
O -0.911 0.938 -0.999 -0.18
O 1.432 -0.007 0.248 -0.34
C 1.193 1.366 0.051 -0.36
C -0.597 -0.336 -0.957 -0.58
C 0.366 -0.867 -0.212 1.17
C 0.845 -2.205 0.052 -1.21
C -0.299 1.684 0.108 -0.43
H 1.557 2.017 0.839 0.37
H 0.178 -2.962 -0.123 0.37
H -0.730 1.341 1.062 0.32
H 1.813 -2.369 -0.413 0.29
H -0.617 2.786 -0.118 0.27
H 1.593 1.742 -0.926 0.27
H 1.177 -2.205 1.180 0.28
```

Values from the calculation:
orbital gap (spin up / spin down)	6.16 / 6.14	eV
total energy	-1040.904672	Eh
LUMO energy (spin up / spin down)	-0.072 / -0.073	Eh
net charge	0
HOMO (spin up / spin down)	-8.12 / -8.12	eV
ΔE to the lowest compared entry with this formula, charge and spin	0.0000	eV

=====

2.
Computed, not measured: an isolated ion of composition C7H14N2O2 and charge +2, with ωB97M-V/def2-TZVPD.

XYZ file:
```
25
Properties=species:S:1:pos:R:3:mulliken_charge:R:1
O -0.084 1.301 -0.350 -0.32
O -0.034 -1.435 0.918 -0.42
N 1.246 -2.942 -0.246 -0.12
N -1.602 0.494 1.255 -0.22
C -0.710 1.110 -2.555 -1.26
C 0.185 2.297 1.699 -1.37
C -0.208 1.085 0.950 1.12
C 0.347 -0.884 -1.302 -0.31
C -0.330 -0.218 1.565 -0.70
C -0.096 0.375 -1.357 -0.09
C 0.985 -1.477 -0.051 0.44
H -0.125 -0.298 2.620 0.53
H -0.532 3.037 1.582 0.38
H -0.961 2.154 -2.107 0.29
H 0.442 2.235 2.824 0.39
H 0.000 1.048 -3.423 0.36
H 0.489 -1.354 -2.268 0.37
H -1.488 0.566 -2.893 0.43
H 1.872 -0.970 0.210 0.36
H 1.194 2.752 1.355 0.37
H -2.259 0.412 1.991 0.29
H 2.258 -2.935 -0.210 0.39
H 0.665 -3.342 0.547 0.40
H -2.152 0.228 0.476 0.28
H 0.899 -3.241 -1.228 0.40
```

Values from the calculation:
orbital gap	10.66	eV
total energy	-534.362929	Eh
structure (SMILES)	CC1=C[C@H]([NH3+])O[C@@H]2[NH2+][C@]2(C)O1
LUMO energy	-0.249	Eh
net charge	+2
HOMO	-17.44	eV
ΔE to the lowest compared entry with this formula, charge and spin	0.1519	eV

=====

3.
Computed, not measured: a 2-piece molecular cluster, CH6O4 overall, with ωB97M-V/def2-TZVPD.

XYZ file:
```
11
Properties=species:S:1:pos:R:3:mulliken_charge:R:1
O 1.469 0.682 -0.416 -0.58
O -0.836 1.227 0.278 -0.36
O -2.363 -0.396 -0.392 -0.37
O -1.103 -0.187 0.206 -0.04
C 1.592 -0.597 0.106 -0.52
H 0.690 -1.197 -0.149 0.19
H 0.501 0.827 -0.249 0.48
H 1.756 -0.625 1.197 0.23
H -3.018 -0.314 0.291 0.35
H 2.468 -1.025 -0.381 0.25
H -1.154 1.607 -0.490 0.37
```

Values from the calculation:
orbital gap	9.86	eV
total energy	-342.415466	Eh
structure (SMILES)	OOO.CO
LUMO energy	0.015	Eh
net charge	0
HOMO	-9.45	eV
ΔE to the lowest compared entry with this formula, charge and spin	7.3157	eV

=====

4.
Computed, not measured: an isolated ion of composition C6H11N2O and charge +1, with ωB97M-V/def2-TZVPD.

XYZ file:
```
20
Properties=species:S:1:pos:R:3:mulliken_charge:R:1
O 1.825 -1.977 1.087 -0.54
N -0.865 -0.033 -0.388 0.18
N -2.696 0.955 0.169 -0.03
C 0.239 -1.001 -0.424 -0.96
C 1.319 -0.730 0.649 0.47
C -2.086 1.766 -0.766 -0.51
C -1.931 -0.104 0.399 -0.07
C 2.468 0.091 0.087 -1.32
C -0.949 1.133 -1.123 -0.11
H -2.151 -0.910 1.084 0.40
H -0.193 1.412 -1.839 0.43
H -0.177 -1.999 -0.286 0.35
H -3.579 1.128 0.626 0.22
H 0.851 -0.180 1.477 0.36
H 1.495 -2.195 1.965 0.35
H -2.504 2.695 -1.117 0.41
H 2.100 0.920 -0.527 0.29
H 3.106 -0.543 -0.532 0.39
H 0.657 -0.944 -1.430 0.36
H 3.072 0.515 0.889 0.34
```

Values from the calculation:
orbital gap	10.89	eV
total energy	-419.744250	Eh
structure (SMILES)	C[C@H](O)Cn1cc[nH+]c1
LUMO energy	-0.118	Eh
net charge	+1
HOMO	-14.11	eV
ΔE to the lowest compared entry with this formula, charge and spin	0.3439	eV

=====

5.
Computed, not measured: C34H32AsIrN4O2S as an isolated structure, with ωB97M-V/def2-TZVPD.

XYZ file:
```
75
Properties=species:S:1:pos:R:3:mulliken_charge:R:1
Ir -0.802 0.386 -0.195 1.11
As 2.142 -1.330 -0.345 1.08
S -1.759 -2.004 -0.284 -0.30
O 0.738 -0.771 -1.083 -0.98
O 0.358 0.597 1.304 0.26
N -2.998 -2.626 -2.565 -0.30
N -1.665 1.984 0.532 -0.32
N -3.060 -0.424 -2.053 -1.21
N -2.607 0.485 -1.206 0.68
C 5.178 -3.169 -2.617 -0.76
C -6.846 0.967 -2.291 -0.85
C 2.075 -4.040 0.614 -0.48
C 3.382 -2.494 -4.178 -0.59
C 3.173 1.333 -0.334 -0.50
C -1.638 3.665 2.291 -0.97
C -5.613 0.707 -1.730 -0.17
C 5.175 0.779 1.533 -0.79
C 1.436 -4.635 2.851 -0.58
C 1.851 -5.009 1.580 -0.80
C -3.508 3.444 0.779 -0.61
C 4.448 -2.662 -1.582 -0.04
C -4.691 1.754 -1.545 0.29
C -7.164 2.257 -2.702 -0.38
C 1.886 -2.699 0.935 0.43
C -2.603 -1.706 -1.701 0.71
C -1.008 0.834 3.277 -1.61
C -5.042 3.065 -1.932 -0.43
C 4.054 2.327 0.055 -0.77
C 4.657 -3.084 -3.923 -0.37
C 4.300 -0.226 1.151 -0.32
C -0.090 1.555 2.306 1.12
C 1.151 2.103 2.982 -1.63
C -2.848 2.402 0.116 0.74
C 1.469 -2.318 2.212 0.13
C -0.850 2.667 1.522 0.17
C 3.159 -2.091 -1.830 0.19
C 1.243 -3.296 3.166 -0.82
C 3.300 0.061 0.221 0.90
C -6.259 3.303 -2.533 -0.87
C -2.889 4.028 1.909 -0.92
C -3.398 1.541 -0.949 0.73
C 5.052 2.049 0.984 -0.53
C 2.650 -1.989 -3.139 -0.39
H -1.152 4.150 3.128 0.49
H 5.949 0.575 2.261 0.47
H -4.331 3.874 -1.817 0.64
H -6.511 4.299 -2.868 0.43
H 5.238 -3.462 -4.756 0.46
H -7.567 0.170 -2.402 0.43
H 6.148 -3.622 -2.461 0.47
H -1.842 0.358 2.757 0.30
H 2.399 1.537 -1.065 0.42
H -3.598 -2.363 -3.334 0.28
H 3.972 3.319 -0.368 0.47
H 0.923 -3.018 4.161 0.47
H -0.061 3.203 0.962 0.36
H 3.024 -2.457 -5.198 0.48
H -8.130 2.455 -3.148 0.44
H -4.497 3.746 0.472 0.60
H 1.798 2.613 2.268 0.34
H -0.454 0.063 3.812 0.41
H 0.888 2.800 3.779 0.43
H 4.830 -2.696 -0.568 0.47
H 1.326 -1.272 2.454 0.20
H 5.740 2.829 1.281 0.46
H -3.426 4.783 2.467 0.48
H 4.377 -1.207 1.608 0.45
H 1.683 -1.527 -3.286 0.40
H -2.825 -3.605 -2.394 0.25
H 1.265 -5.394 3.603 0.44
H -1.412 1.527 4.016 0.46
H 2.387 -4.344 -0.379 0.45
H 2.000 -6.053 1.344 0.46
H 1.712 1.286 3.435 0.40
H -5.385 -0.288 -1.372 0.46
```

Values from the calculation:
orbital gap (spin up / spin down)	6.77 / 4.19	eV
total energy	-4421.499380	Eh
LUMO energy (spin up / spin down)	-0.319 / -0.453	Eh
net charge	+3
HOMO (spin up / spin down)	-15.45 / -16.50	eV
multiplicity	6
<S²>	8.8434

=====

6.
Computed, not measured: a 2-piece molecular cluster, ClH5N2Si2 overall, with ωB97M-V/def2-TZVPD.

XYZ file:
```
10
Properties=species:S:1:pos:R:3:mulliken_charge:R:1
Cl 2.533 0.987 -0.882 -0.11
Si -1.371 1.289 0.506 0.42
Si 1.272 -1.584 -0.065 0.46
N -1.582 0.324 -0.739 -0.50
N 1.760 -0.101 0.270 -0.26
H -1.200 2.805 0.512 -0.06
H 0.898 -2.547 1.066 -0.05
H -2.148 0.557 -1.537 0.21
H 1.174 -2.611 -1.056 -0.06
H -1.336 0.882 1.925 -0.05
```

Values from the calculation:
orbital gap	9.11	eV
total energy	-1151.520501	Eh
structure (SMILES)	[SiH2]=NCl.N=[SiH2]
LUMO energy	-0.012	Eh
net charge	0
HOMO	-9.43	eV
ΔE to the lowest compared entry with this formula, charge and spin	4.7423	eV

=====

7.
Computed, not measured: C7H11N4O3ReS3 as an isolated structure, with ωB97M-V/def2-TZVPD.

XYZ file:
```
29
Properties=species:S:1:pos:R:3:mulliken_charge:R:1
Re 0.043 -0.040 0.199 0.75
S 0.233 -1.346 1.925 -0.06
S -4.908 -5.448 0.562 1.26
S 0.211 2.340 0.020 -0.44
O -3.875 -6.203 1.234 -0.66
O -5.156 -5.834 -0.812 -0.64
O -6.079 -5.155 1.348 -0.67
N 2.219 0.126 -0.062 -0.66
N 2.445 3.708 -0.087 -0.37
N 2.727 1.440 -0.073 -0.19
N -2.067 -0.140 -0.013 -0.39
C 1.911 2.503 -0.044 0.92
C -4.755 -2.636 0.683 -0.62
C -2.784 -1.419 0.091 0.86
C -2.799 -3.797 -0.170 -0.95
C -4.091 -3.797 0.327 -0.16
C -2.136 -2.587 -0.289 -0.13
C -4.089 -1.423 0.554 -0.61
H 3.731 1.556 -0.065 0.23
H -5.762 -2.691 1.071 0.52
H -2.465 0.493 0.680 0.45
H 2.520 -0.357 -0.909 0.34
H 1.842 4.515 -0.031 0.22
H 2.605 -0.382 0.727 0.41
H -2.328 -4.733 -0.435 0.38
H -4.575 -0.492 0.836 0.33
H -1.104 -2.545 -0.642 0.20
H 3.442 3.867 -0.095 0.23
H -2.301 0.270 -0.926 0.44
```

Values from the calculation:
orbital gap (spin up / spin down)	2.27 / 2.73	eV
total energy	-1990.543082	Eh
LUMO energy (spin up / spin down)	-0.264 / -0.247	Eh
net charge	+1
HOMO (spin up / spin down)	-9.46 / -9.46	eV
ΔE to the lowest compared entry with this formula, charge and spin	2.2762	eV
multiplicity	2
<S²>	0.9531

=====

8.
Computed, not measured: a 12-piece molecular cluster, C48H80F24O24 overall, with ωB97M-V/def2-TZVPD.

XYZ file:
```
176
Properties=species:S:1:pos:R:3:mulliken_charge:R:1
F -1.306 2.264 3.218 -0.11
F 3.639 3.229 -0.695 -0.21
F -5.057 4.431 4.783 -0.23
F -0.727 3.647 4.742 -0.29
F -2.405 9.222 -2.467 -0.26
F -5.807 -0.397 -0.728 -0.26
F -1.306 4.360 2.829 -0.18
F -3.938 -1.433 -0.965 -0.25
F 0.344 -6.049 -1.437 -0.22
F 3.477 0.996 -0.412 -0.04
F -4.189 8.444 -3.383 -0.25
F -0.632 -2.857 0.291 -0.05
F -1.036 -6.270 0.157 -0.22
F 1.416 -2.752 1.249 -0.29
F -3.839 8.231 -1.214 -0.21
F 0.467 -4.060 -6.022 -0.26
F -1.268 -7.380 -1.805 -0.26
F 2.342 -5.024 -6.580 -0.28
F -5.222 6.581 4.728 -0.25
F 1.587 -5.390 -4.592 -0.23
F -3.194 5.803 4.679 -0.24
F -4.063 0.631 -1.624 -0.14
F 1.072 -2.310 -0.760 -0.01
F 5.030 2.171 0.731 -0.27
O 3.472 -3.409 -4.333 -0.55
O -1.184 6.858 -2.760 -0.36
O -0.913 3.349 -6.596 -0.13
O -2.874 0.734 0.875 -0.09
O -0.031 -0.389 1.971 -0.52
O -3.564 5.538 2.008 -0.36
O -3.260 5.866 -2.748 -0.53
O 0.732 -4.076 8.794 -0.37
O 1.361 3.994 2.176 -0.66
O 0.500 -3.078 5.928 -0.40
O -2.975 -5.011 -1.520 -0.60
O -5.814 5.144 2.288 -0.57
O 4.742 1.551 -2.686 -0.48
O -3.586 -5.247 4.256 -0.31
O -1.683 1.058 -5.185 -0.21
O -4.744 -0.232 1.737 -0.38
O 1.922 -2.072 -5.318 -0.26
O -3.203 -4.393 1.560 -0.21
O -1.033 -4.074 -2.326 0.05
O 0.521 0.158 -0.163 0.88
O 6.591 2.120 -1.487 -0.24
O 5.833 -4.107 1.212 -0.38
O 5.683 -1.863 -0.813 -0.41
O 1.372 2.259 3.812 -0.20
C -3.609 -3.883 3.899 -0.39
C 0.718 -5.194 9.650 -0.75
C -4.297 -0.118 3.076 0.25
C -1.773 -5.071 -1.725 0.24
C -3.976 0.176 0.738 0.22
C 7.377 2.097 -2.664 -0.11
C -2.555 6.869 -2.679 0.52
C 8.892 2.092 -2.276 -1.23
C 0.615 1.552 0.162 1.17
C -4.513 5.564 4.304 0.87
C 0.525 -2.193 0.417 0.51
C 0.308 -2.147 4.873 -0.33
C -2.847 -3.503 2.549 0.72
C -0.479 5.595 -3.021 0.79
C -3.257 8.199 -2.425 0.79
C 0.797 3.254 3.056 0.46
C 2.455 -3.233 -5.031 0.46
C 1.064 5.892 -3.196 -1.52
C -2.222 -3.085 -4.378 -1.12
C -0.445 -4.021 8.000 -0.79
C 0.263 -0.704 0.820 0.12
C 5.594 -1.934 -2.238 -0.41
C -0.653 3.375 3.477 0.92
C -0.919 -6.231 -1.206 0.82
C -4.551 -4.294 1.085 -0.56
C 4.757 -3.808 0.374 -0.56
C 2.768 2.150 3.682 -0.04
C -0.408 4.344 -7.451 -0.86
C 6.044 -5.519 1.369 -0.77
C -3.670 5.377 0.600 -0.18
C 3.280 0.803 4.178 -1.10
C -3.506 3.914 0.271 -0.55
C 5.222 1.951 -1.652 -0.32
C -4.604 1.295 3.661 -1.36
C 0.771 2.452 -1.107 -1.31
C -2.327 -5.679 4.683 -0.52
C -4.724 5.410 2.794 0.41
C 1.680 -4.444 -5.549 0.86
C 1.908 -0.502 -3.573 0.25
C -4.495 -0.244 -0.680 0.70
C -1.350 2.230 -7.264 -0.62
C 2.460 -0.774 -4.958 -0.78
C -2.150 1.739 -4.046 -0.24
C -1.594 -2.885 -2.922 0.74
C 4.364 2.060 -0.441 1.42
C 4.632 -2.317 0.048 0.19
C -0.418 -2.848 6.986 -0.22
C -2.314 1.386 -6.399 -0.73
H -1.888 2.363 -8.203 0.43
H -2.654 0.462 -6.868 0.38
H 1.389 -5.090 10.503 0.28
H 3.278 2.974 4.181 0.44
H 3.549 -0.729 -4.933 0.34
H 7.136 1.150 -3.146 0.21
H 1.472 6.412 -2.329 0.39
H -5.647 1.606 3.713 0.45
H -2.165 2.809 -4.252 0.39
H -3.438 3.802 -0.811 0.46
H 9.140 2.887 -1.572 0.31
H -0.271 1.933 0.669 -0.69
H 0.819 -0.473 -3.575 0.29
H 4.786 -4.294 -0.602 0.33
H 2.052 0.011 -5.595 0.47
H 2.272 -1.287 -2.911 -0.11
H 0.041 5.150 -6.872 0.14
H -4.783 -5.309 0.762 0.33
H 2.193 0.511 -3.288 -0.16
H 3.154 2.240 2.667 0.00
H -4.638 -3.526 3.844 0.43
H 4.695 -1.432 -2.597 0.00
H 6.490 -1.496 -2.679 0.27
H -0.271 -5.328 10.089 0.32
H 1.150 -2.305 4.200 0.29
H -4.104 2.149 3.204 -0.06
H 4.731 -1.710 0.948 0.18
H -3.045 -2.441 2.403 -0.40
H -0.846 5.112 -3.927 0.03
H 1.469 1.656 0.832 -0.09
H -3.220 -0.263 3.160 0.01
H -0.215 -1.918 7.517 0.39
H 3.650 -2.034 -0.331 -0.03
H 0.955 3.471 -0.766 0.53
H -4.662 -3.644 0.217 0.14
H 0.323 3.963 -8.164 0.34
H -2.351 -6.729 4.974 0.31
H -0.195 2.534 -1.606 0.15
H -1.459 -3.154 -5.153 0.22
H 5.137 -5.946 1.797 0.31
H 1.538 2.075 -1.783 -0.44
H -2.646 -2.093 -4.530 0.35
H 0.996 -6.121 9.150 0.28
H -1.515 1.464 -3.203 -0.41
H 9.621 2.200 -3.079 0.41
H 7.078 2.926 -3.304 0.33
H 1.236 6.531 -4.062 0.43
H -2.274 -2.424 -2.205 -0.31
H 1.651 4.993 -3.384 0.33
H 6.225 -6.062 0.441 0.30
H -0.468 1.622 -7.462 0.31
H -0.606 -2.357 4.318 -0.07
H -2.070 -5.250 5.651 0.24
H 4.368 0.739 4.219 0.47
H -4.816 -0.898 3.634 0.33
H -1.589 -5.419 3.924 0.30
H -3.217 1.980 -6.260 0.40
H -0.574 4.900 -2.187 -0.11
H 2.927 0.726 5.206 0.33
H 9.220 1.101 -1.960 0.32
H 0.381 -1.098 5.162 0.37
H -5.346 -4.049 1.789 0.37
H -0.566 -4.943 7.431 0.35
H -0.725 -2.226 -2.902 -0.01
H -2.895 5.925 0.063 0.01
H -4.289 1.360 4.702 0.50
H 3.862 -4.225 0.834 0.31
H -1.475 -2.854 6.720 0.18
H -3.161 1.342 -3.953 0.43
H -1.274 4.770 -7.959 0.39
H -1.321 -3.908 8.638 0.47
H 5.429 -2.954 -2.584 0.31
H -2.620 3.455 0.710 -0.07
H -3.032 -3.813 -4.425 0.36
H -4.659 5.721 0.300 0.39
H 2.797 0.043 3.564 0.08
H 6.875 -5.712 2.047 0.26
H -3.080 -3.281 4.638 0.23
H -1.761 -3.526 2.641 0.26
H -4.336 3.342 0.686 0.23
```

Values from the calculation:
orbital gap (spin up / spin down)	8.84 / 2.72	eV
total energy	-6079.010745	Eh
LUMO energy (spin up / spin down)	-0.081 / -0.306	Eh
net charge	+1
HOMO (spin up / spin down)	-11.04 / -11.04	eV
ΔE to the lowest compared entry with this formula, charge and spin	0.0000	eV
multiplicity	2
<S²>	0.7559